(1)
Entry from the Open Molecules 2025 dataset: a 2-piece molecular cluster, C11H21O2P overall at a distorted geometry (ωB97M-V/def2-TZVPD).

Last column: natural (NBO) charge in e.
Atoms and positions in Å:
C  -0.7482  1.9686  1.0906  0.34
C  -0.3912  0.4789  1.0411  -0.43
C  0.7631  0.7047  0.0534  -0.33
C  -2.6600  -0.1212  1.8521  -0.61
C  -1.3001  -1.8779  0.7744  -0.60
C  -2.2887  -0.0291  -0.6054  -0.62
C  2.2817  -1.2942  0.1766  -0.60
C  2.8400  0.6983  -1.2313  -0.59
C  1.0030  -0.7836  -1.9325  -0.60
C  -1.6440  -0.3859  0.7317  -0.03
C  1.7042  -0.1853  -0.7035  -0.15
O  -1.2957  2.6182  1.9233  -0.48
O  1.0742  3.5126  -0.6950  -1.06
P  0.2116  2.3544  -0.4735  1.60
H  -0.0321  0.1290  2.0115  0.24
H  1.8253  1.5385  1.1918  0.17
H  -2.2437  -0.3868  2.8208  0.21
H  -3.5547  -0.7173  1.6892  0.21
H  -2.9554  0.9238  1.8868  0.23
H  -0.6575  -2.1731  -0.0479  0.20
H  -0.8063  -2.1307  1.7101  0.21
H  -2.2146  -2.4635  0.7075  0.22
H  -1.6047  -0.1755  -1.4366  0.21
H  -2.6291  1.0049  -0.6047  0.21
H  -3.1561  -0.6661  -0.7697  0.22
H  2.8139  -0.8554  1.0174  0.22
H  2.9815  -1.8974  -0.3976  0.22
H  1.5028  -1.9452  0.5621  0.21
H  2.4352  1.5283  -1.8092  0.22
H  3.4137  1.1143  -0.4067  0.22
H  3.5078  0.1223  -1.8689  0.21
H  0.5701  0.0068  -2.5440  0.21
H  0.2251  -1.4904  -1.6600  0.21
H  1.7348  -1.3150  -2.5379  0.22
H  -0.7061  2.1900  -1.5158  -0.10

## Properties
E in eV: -25129.1178
E_LUMO in eV: -0.19
Orbital gap in eV: 9.032
HOMO in Ha: -0.3389



(2)
Entry from the Open Molecules 2025 dataset: C41H31N2O5P2Re as an isolated structure (ωB97M-V/def2-TZVPD).

Last column: Löwdin spin population.
Atoms and positions in Å:
Re  0.3466  -0.2110  0.8643  2.46
O  -1.7583  0.8719  -0.9881  0.05
C  -1.8572  0.0126  -2.0782  0.00
C  -2.3442  0.4220  -3.3050  0.00
C  -2.5185  -0.5139  -4.3177  0.00
C  -2.2253  -1.8575  -4.1176  0.00
C  -1.7221  -2.2640  -2.8972  0.00
C  -1.5106  -1.3308  -1.8754  0.00
P  -0.7386  -1.8871  -0.3713  0.01
C  -1.5628  -3.2079  0.4752  0.01
C  -2.7520  -2.8827  1.1386  0.00
C  -3.4406  -3.8750  1.8119  0.00
C  -2.9481  -5.1766  1.8214  0.00
C  -1.7735  -5.4968  1.1527  0.00
C  -1.0711  -4.5138  0.4735  0.00
C  1.0540  -2.1149  -0.5508  0.01
C  1.7066  -1.6441  -1.7193  0.01
C  3.0617  -1.8226  -1.8719  0.01
C  3.7966  -2.4743  -0.8781  0.00
C  3.1789  -2.9458  0.2746  0.01
C  1.8144  -2.7830  0.4449  0.00
C  -1.5414  2.2319  -1.2296  0.00
C  -2.6075  3.0793  -1.4633  0.00
C  -2.3591  4.4347  -1.6609  0.00
C  -1.0599  4.9296  -1.6350  0.00
C  0.0013  4.0739  -1.3788  0.00
C  -0.2374  2.7176  -1.1509  0.01
P  1.0847  1.5994  -0.7006  0.02
C  2.3822  1.6608  -1.9243  0.00
C  2.0099  1.4488  -3.2556  0.00
C  2.9789  1.4680  -4.2442  0.00
C  4.3092  1.6980  -3.9077  0.00
C  4.6742  1.9168  -2.5857  0.00
C  3.7132  1.8987  -1.5852  0.00
C  1.6981  1.9861  0.9610  0.00
C  1.1970  3.0157  1.7699  0.03
C  1.5382  3.0614  3.1111  0.01
C  2.3447  2.0715  3.6764  0.02
C  2.8349  1.0376  2.8972  0.02
C  2.5154  0.9800  1.5376  0.01
H  -2.6154  1.4543  -3.4781  0.00
H  -2.9126  -0.1852  -5.2703  0.00
H  -2.3886  -2.5772  -4.9073  0.00
H  -1.4839  -3.3086  -2.7305  0.00
H  -3.1407  -1.8693  1.1142  0.00
H  -4.3630  -3.6409  2.3261  0.00
H  -3.4911  -5.9489  2.3494  0.00
H  -1.4081  -6.5145  1.1545  0.00
H  -0.1643  -4.7689  -0.0609  0.00
H  1.1273  -1.1647  -2.4988  0.00
H  3.5536  -1.4706  -2.7697  0.00
H  4.8604  -2.6249  -1.0132  0.00
H  3.7524  -3.4627  1.0323  0.00
H  1.3314  -3.1743  1.3299  0.00
H  -3.6143  2.6819  -1.5171  0.00
H  -3.1876  5.1037  -1.8524  0.00
H  -0.8764  5.9803  -1.8127  0.00
H  1.0151  4.4572  -1.3568  0.00
H  0.9697  1.2881  -3.5210  0.00
H  2.6982  1.3196  -5.2781  0.00
H  5.0626  1.7231  -4.6837  0.00
H  5.7063  2.1202  -2.3341  0.00
H  4.0037  2.1003  -0.5624  0.00
H  0.5599  3.7785  1.3394  0.00
H  1.1784  3.8747  3.7280  0.00
H  2.5967  2.1211  4.7275  0.00
H  3.4781  0.2826  3.3298  0.00
H  3.0085  0.2393  0.9051  0.01
O  -2.5541  -0.8002  5.9936  0.00
C  -3.0450  0.1830  5.2642  0.00
O  -3.9565  0.8787  5.5962  0.00
C  -2.4035  0.4639  3.9251  0.01
C  -2.8733  1.4628  3.0788  0.04
N  -2.1308  1.4548  1.9688  0.01
N  -1.1842  0.5034  2.0393  0.03
C  -1.3399  -0.0967  3.2384  0.03
C  -0.3704  -1.1925  3.5135  0.02
O  -0.3570  -1.8283  4.5244  0.04
O  0.4917  -1.3377  2.5042  0.12
H  -1.8106  -1.2816  5.5851  0.00
H  -3.6976  2.1447  3.2271  0.00
H  -2.2377  2.0174  1.1344  0.00

## Properties
E in eV: -76919.9186
Charge: +3
E_LUMO (alpha / beta) in eV: -9.77 / -10.87
Orbital gap (alpha / beta) in eV: 7.381 / 6.241
Multiplicity: 4
HOMO (alpha / beta) in Ha: -0.6302 / -0.6288



(3)
Entry from the Open Molecules 2025 dataset: a 9-piece molecular cluster, C9H36O9 overall at a distorted geometry (ωB97M-V/def2-TZVPD).

Last column: natural (NBO) charge in e.
Atoms and positions in Å:
C  0.6019  4.1622  -3.3409  -0.63
C  0.5375  2.6991  -3.6624  0.09
C  1.8231  1.9340  -3.3239  -0.64
O  -0.5356  2.1807  -2.8812  -0.76
H  0.7882  4.3557  -2.2886  0.21
H  -0.2193  4.6767  -3.8420  0.23
H  1.4510  4.6381  -3.8522  0.22
H  0.3316  2.5094  -4.7226  0.16
H  2.7095  2.1749  -3.9134  0.22
H  1.6750  0.8518  -3.3303  0.21
H  2.1300  2.1679  -2.2944  0.20
H  -0.7414  1.2624  -3.0926  0.48
C  -0.7045  -3.8133  1.4299  -0.62
C  -1.0736  -4.6396  2.6521  0.09
C  -0.6237  -6.0887  2.5192  -0.63
O  -0.4746  -4.0342  3.7920  -0.72
H  -1.0253  -2.7751  1.4121  0.21
H  -0.9460  -4.3479  0.5121  0.21
H  0.3929  -3.7436  1.4415  0.21
H  -2.1715  -4.6796  2.6985  0.15
H  -1.1864  -6.6470  1.7660  0.21
H  -0.8633  -6.6558  3.4295  0.21
H  0.4550  -6.2097  2.4153  0.21
H  -0.9786  -4.3336  4.5577  0.47
C  -0.7288  0.0469  -0.1863  -0.67
C  0.1173  0.0907  1.0773  0.09
C  1.6312  -0.0321  0.8336  -0.64
O  -0.1149  1.3587  1.7148  -0.77
H  -0.4450  0.8386  -0.8790  0.22
H  -1.8105  -0.0245  -0.0597  0.22
H  -0.5364  -0.8986  -0.7175  0.23
H  -0.1743  -0.7257  1.7372  0.19
H  1.9780  0.6120  0.0210  0.19
H  2.0179  -1.0468  0.7578  0.23
H  2.1075  0.3794  1.7290  0.22
H  0.3141  2.0580  1.2065  0.49
O  -0.3244  -1.8871  -3.3122  -0.94
H  -1.1609  -2.3637  -3.3444  0.47
H  -0.5812  -0.9607  -3.3661  0.47
O  -0.7353  3.7348  -0.0163  -0.95
H  -1.2351  2.9280  0.1610  0.47
H  -0.4894  3.6767  -0.9496  0.48
O  -2.2730  1.4130  3.6793  -0.96
H  -2.7556  0.6013  3.8703  0.47
H  -1.5794  1.1523  3.0473  0.49
O  0.2561  3.0558  4.2791  -0.95
H  -0.5471  2.5499  4.4692  0.49
H  0.7126  2.5307  3.6141  0.47
O  -2.6462  0.4005  -3.1509  -0.97
H  -3.4505  0.0630  -3.5615  0.48
H  -2.9434  1.1206  -2.5785  0.49
O  5.0101  1.1629  0.8180  -0.93
H  4.2959  1.7734  1.0333  0.47
H  4.7391  0.7475  -0.0086  0.47

## Properties
E in eV: -28344.1027
SMILES: CC(C)O.CC(C)O.CC(C)O.O.O.O.O.O.O
E_LUMO in eV: -0.08
Orbital gap in eV: 10.380
HOMO in Ha: -0.3843